DFT (ωB97M-V/def2-TZVPD) results for a molecular structure, C20H22N4O2Zr in a non-equilibrium geometry.

Geometry as XYZ:
```
49
Properties=species:S:1:pos:R:3
N 0.653 -1.297 -1.533
C 1.542 -1.556 -2.223
C 2.630 -1.892 -3.094
H 2.963 -0.991 -3.631
H 2.297 -2.645 -3.826
H 3.464 -2.300 -2.505
N -2.023 -2.215 0.952
C -2.510 -3.024 1.621
C -3.153 -4.028 2.409
H -3.452 -4.868 1.762
H -4.052 -3.606 2.883
H -2.467 -4.394 3.185
N -1.421 1.447 0.326
C -1.556 2.572 0.556
C -1.749 3.964 0.836
H -1.727 4.129 1.922
H -2.724 4.288 0.438
H -0.951 4.550 0.356
Zr -1.442 -0.670 -0.686
C -0.752 -0.184 2.592
O -0.614 0.076 3.700
C 0.868 -2.325 1.137
O 1.659 -2.974 1.649
C -1.890 -1.695 -2.627
C -1.642 -0.334 -2.888
C -2.385 0.654 -2.223
C -3.378 0.280 -1.296
C -3.610 -1.075 -1.021
C -2.864 -2.066 -1.689
H -1.322 -2.471 -3.139
H -0.872 -0.038 -3.602
H -2.185 1.706 -2.427
H -3.963 1.037 -0.775
H -4.368 -1.350 -0.287
H -3.035 -3.122 -1.484
C 4.905 3.039 1.358
C 3.694 2.183 1.111
C 3.328 1.208 2.042
C 2.190 0.425 1.797
N 1.454 0.587 0.703
C 1.789 1.502 -0.200
C 2.909 2.331 -0.037
H 4.805 3.610 2.291
H 5.813 2.428 1.451
H 5.051 3.747 0.537
H 3.905 1.043 2.952
H 1.894 -0.340 2.517
H 1.150 1.585 -1.086
H 3.146 3.071 -0.801
```

Values from the calculation:
- DFT total energy: -32387.075 eV
- Total charge: +4
- Strongest force on any atom: 16.6 eV Å⁻¹
- LUMO energy (alpha / beta): -16.69 / -16.69 eV
- Relative energy (zero: lowest compared OMol25 entry of this formula, charge and spin): 0.0 kcal/mol

Here are the Mulliken charges for atoms 1 to 4, given in e:
1. N -0.1643
2. C 0.4483
3. C -1.0716
4. H 0.3396